# C5H12N

A 2-piece molecular cluster, C5H12N overall at a distorted geometry (ωB97M-V/def2-TZVPD, OMol25).

```
18
Properties=species:S:1:pos:R:3:mulliken_charge:R:1
C 1.451 0.922 1.594 -0.862
C 1.209 -0.129 0.841 0.801
C 1.697 -1.282 0.176 -0.760
C -0.326 0.345 -1.648 -0.827
C -1.709 -0.967 -0.266 -1.056
N -0.765 0.212 -0.297 -0.213
H 0.807 1.765 1.702 0.227
H 2.293 1.127 2.160 0.340
H 2.751 -1.525 0.343 0.383
H 1.685 -1.035 -0.850 0.285
H 0.929 -2.135 0.432 0.212
H 0.859 0.486 -1.629 0.319
H -0.584 -0.414 -2.406 0.321
H -0.709 1.301 -2.131 0.325
H -1.158 -1.820 -0.575 0.415
H -1.982 -1.206 0.831 0.315
H -2.528 -0.679 -0.923 0.420
H -1.049 1.026 0.302 0.356
```

Values from the calculation:
Energy relative to the best compared isomer or geometry (same formula, charge and spin), kJ/mol: 428.0
HOMO-LUMO gap, eV: 9.5
Total charge: +1
LUMO, eV: -5.16